Entry 1:
Here is a cluster of 2 separate species, C5H10O in total at a distorted geometry from OMol25. Energies are from wB97M-V/def2-TZVPD.

Calculated values
Kohn-Sham gap, Ha: 0.32839
E, eV: -7390.122
HOMO energy, eV: -8.107
SMILES: C/C=C1/CO1.C
Relative energy (zero: lowest compared OMol25 entry of this formula, charge and spin), kJ/mol: 448.0
M, g mol⁻¹: 86.13

```
! wB97M-V def2-TZVPD RIJCOSX def2/J DEFGRID3
* xyz 0 1
C -0.008 -2.183 0.187
C -0.223 0.264 0.446
C 1.218 0.393 0.799
C -0.652 0.661 -0.748
C -1.160 1.909 -1.190
O 0.118 1.394 -1.646
H -0.746 -2.924 -0.074
H 0.043 -2.066 1.279
H 0.991 -2.362 -0.207
H -0.946 -0.012 1.205
H 1.536 -0.144 1.695
H 1.287 1.473 0.988
H 1.893 0.178 -0.032
H -0.392 -1.319 -0.345
H -1.913 2.067 -1.943
H -1.046 2.670 -0.417
*
```

natural (NBO) atomic charge list, values in e, 2 entries: -0.870 -0.133


Entry 2:
Here is a structure of composition C6H6N2O at a distorted geometry from OMol25. Energies are from wB97M-V/def2-TZVPD.

Calculated values
Kohn-Sham gap, Ha: 0.31003
E, eV: -11339.431
HOMO energy, eV: -8.936
Relative energy (zero: lowest compared OMol25 entry of this formula, charge and spin), kJ/mol: 675.5
M, g mol⁻¹: 122.13

```
! wB97M-V def2-TZVPD RIJCOSX def2/J DEFGRID3
* xyz 0 1
C -1.567 -1.023 -0.234
C -0.255 -0.439 -0.201
C 0.085 0.947 -0.347
C 1.419 1.335 -0.197
C 2.419 0.334 0.086
C 0.904 -1.348 -0.046
H -3.111 0.876 1.309
H -1.647 -2.114 -0.550
H -0.901 1.916 -0.390
H 1.869 2.468 -0.008
H 3.588 0.389 0.156
H 0.631 -2.762 0.336
N -2.834 -0.453 -0.117
N 2.138 -0.928 0.083
O -2.738 0.804 0.120
*
```

natural (NBO) atomic charge list, values in e, 2 entries: 0.012 -0.233


Entry 3:
Here is a cluster of 3 separate species, C32H46FN5O10P in total at a distorted geometry from OMol25. Energies are from wB97M-V/def2-TZVPD.

Calculated values
Kohn-Sham gap, Ha: 0.24459
E, eV: -73853.498
HOMO energy, eV: -4.599
Relative energy (zero: lowest compared OMol25 entry of this formula, charge and spin), kJ/mol: 0.0
M, g mol⁻¹: 710.72

```
! wB97M-V def2-TZVPD RIJCOSX def2/J DEFGRID3
* xyz -1 1
C 2.118 -2.344 0.735
C 1.300 -1.467 0.998
C -0.011 -0.569 0.911
C 0.162 0.671 -0.115
O -0.605 1.702 0.564
O 1.455 1.221 -0.127
P 1.985 2.001 -1.614
C 2.300 2.856 -3.346
N 1.107 2.688 -4.274
C 2.927 0.367 -1.940
C 2.826 -0.307 -3.368
C 4.320 -0.588 -3.908
O 5.033 0.638 -4.195
C 3.652 2.569 -0.810
C 4.850 2.983 -1.675
C 6.057 3.371 -0.887
C 6.142 3.383 0.598
N 5.054 3.009 1.361
C 3.914 2.656 0.663
C 1.086 3.687 -1.251
C -0.381 3.876 -1.615
C -1.038 5.216 -1.332
C -0.140 6.253 -0.694
C 1.283 5.880 -0.439
N 1.907 4.669 -0.697
O 0.603 1.277 -2.462
C -0.181 0.381 -1.682
N 0.076 -1.076 -1.873
C -0.435 -1.556 -2.971
C -1.261 -2.924 -2.868
C -0.290 -0.959 -4.423
C -1.768 0.476 -1.829
O -2.314 0.916 -2.833
N -2.716 0.082 -0.719
C -3.466 -1.105 -1.047
O -4.408 -1.182 -1.785
F -3.057 -2.279 -0.367
H 2.809 -3.175 0.433
H -0.953 -1.159 0.708
H -0.146 -0.137 1.959
H -1.390 1.330 1.009
H 3.170 2.414 -3.916
H 2.432 3.980 -3.230
H 0.671 3.590 -4.474
H 1.411 2.200 -5.119
H 2.502 -0.395 -1.204
H 4.038 0.390 -1.670
H 2.366 -1.351 -3.270
H 2.262 0.228 -4.175
H 4.211 -1.215 -4.843
H 4.848 -1.231 -3.128
H 5.645 0.807 -3.455
H 4.863 2.957 -2.792
H 6.989 3.656 -1.469
H 7.108 3.681 1.108
H 3.038 2.398 1.341
H -1.033 3.100 -2.087
H -2.126 5.368 -1.567
H -0.539 7.273 -0.439
H 1.927 6.690 0.034
H -0.920 -3.596 -3.712
H -2.338 -2.629 -3.107
H -1.158 -3.376 -1.841
H -0.394 0.161 -4.492
H 0.720 -1.317 -4.816
H -1.067 -1.468 -5.090
H -3.384 0.869 -0.657
O -0.633 -0.615 4.802
C -0.454 -1.800 4.954
O -0.663 -2.647 3.933
C -0.319 -4.040 3.950
C -1.412 -4.862 4.601
C -0.081 -2.354 6.302
H 0.658 -4.194 4.413
H -0.218 -4.342 2.907
H -1.560 -4.582 5.646
H -1.170 -5.926 4.561
H -2.364 -4.698 4.092
H -0.985 -2.470 6.902
H 0.589 -1.647 6.791
H 0.452 -3.301 6.257
O -5.070 -4.764 2.586
C -5.187 -3.567 2.697
O -4.454 -2.905 3.610
C -4.383 -1.476 3.709
C -5.536 -0.930 4.525
C -6.206 -2.814 1.886
H -4.312 -1.017 2.720
H -3.444 -1.252 4.220
H -6.499 -1.145 4.057
H -5.445 0.151 4.645
H -5.556 -1.394 5.514
H -7.179 -2.897 2.371
H -6.257 -3.264 0.894
H -5.961 -1.766 1.734
*
```

Mulliken atomic charge list, values in e, 2 entries: -0.143 -0.821


Entry 4:
Here is the ion C3H5F2O2S with charge -1 at a distorted geometry from OMol25. Energies are from wB97M-V/def2-TZVPD.

Calculated values
Kohn-Sham gap, Ha: 0.31426
E, eV: -23556.679
HOMO energy, eV: -4.561
Relative energy (zero: lowest compared OMol25 entry of this formula, charge and spin), kJ/mol: 0.0
M, g mol⁻¹: 143.13

```
! wB97M-V def2-TZVPD RIJCOSX def2/J DEFGRID3
* xyz -1 1
C 0.853 -1.133 -0.568
C 0.586 1.144 0.473
C -0.014 0.081 -0.410
O -0.649 0.517 -1.509
O -2.301 0.873 0.647
F 1.842 0.946 0.893
F -2.206 -1.609 1.008
S -1.765 -0.218 -0.151
H 1.107 -1.416 0.416
H 1.888 -0.759 -1.008
H 0.237 -1.767 -1.130
H -0.106 1.148 1.413
H 0.526 2.195 -0.073
*
```

natural (NBO) atomic charge list, values in e, 2 entries: -0.633 0.020


Entry 5:
Here is a cluster of 2 separate species, C3H11N4 in total at a distorted geometry from OMol25. Energies are from wB97M-V/def2-TZVPD.

Calculated values
Kohn-Sham gap, Ha: 0.38343
E, eV: -9242.648
HOMO energy, eV: -13.638
Relative energy (zero: lowest compared OMol25 entry of this formula, charge and spin), kJ/mol: 153.9
M, g mol⁻¹: 103.15

```
! wB97M-V def2-TZVPD RIJCOSX def2/J DEFGRID3
* xyz 1 1
N 1.644 -0.899 0.081
C 1.297 -0.588 1.444
N -0.022 -0.909 1.860
N 2.065 0.108 2.199
H 2.615 -0.924 -0.092
H 1.203 -1.786 -0.284
H -0.262 -1.858 1.644
H -0.019 -0.787 2.865
H 3.015 0.047 1.828
C -1.821 0.571 -1.408
C -1.597 1.324 -2.498
N -0.811 0.551 -0.354
H -2.800 0.135 -1.165
H -2.343 1.440 -3.327
H -0.680 1.897 -2.543
H 0.160 0.341 -0.721
H -0.765 1.478 0.031
H -0.879 -0.143 0.439
*
```

natural (NBO) atomic charge list, values in e, 2 entries: -0.883 0.541


Entry 6:
Here is a cluster of 5 separate species, C32H28NO9S in total at a distorted geometry from OMol25. Energies are from wB97M-V/def2-TZVPD.

Calculated values
Kohn-Sham gap, Ha: 0.24032
E, eV: -64378.028
HOMO energy, eV: -11.414
Relative energy (zero: lowest compared OMol25 entry of this formula, charge and spin), kJ/mol: 0.0
M, g mol⁻¹: 602.64

```
! wB97M-V def2-TZVPD RIJCOSX def2/J DEFGRID3
* xyz 1 1
C 8.319 1.417 -0.713
C 7.777 2.899 -0.816
O 7.446 3.331 -2.149
C 6.531 2.463 -2.807
C 5.200 2.282 -1.991
C 4.864 0.988 -1.409
C 3.609 0.900 -0.612
S 3.158 -0.672 0.173
C 2.782 2.143 -0.471
C 3.228 3.391 -1.112
N 4.411 3.425 -1.837
H 8.833 1.319 0.288
H 9.036 1.242 -1.558
H 7.518 0.630 -0.732
H 8.628 3.565 -0.479
H 6.953 3.063 -0.059
H 6.957 1.455 -3.080
H 6.236 2.939 -3.794
H 5.574 0.145 -1.581
H 3.394 -1.674 -0.740
H 1.838 2.120 0.123
H 2.630 4.338 -1.044
H 4.740 4.292 -2.274
C -1.399 0.098 0.581
C -0.429 -0.802 0.723
C -0.719 -2.181 1.168
O 0.171 -3.002 1.299
C -2.131 -2.526 1.447
C -3.103 -1.627 1.306
C -2.812 -0.245 0.860
O -3.698 0.574 0.729
H -1.203 1.112 0.257
H 0.609 -0.571 0.523
H -2.324 -3.541 1.771
H -4.142 -1.861 1.507
C -8.451 -0.909 -0.958
C -8.556 -0.276 -2.125
C -7.775 0.951 -2.406
O -7.871 1.530 -3.468
C -6.872 1.443 -1.341
C -6.767 0.810 -0.174
C -7.548 -0.416 0.107
O -7.451 -0.996 1.171
H -9.015 -1.807 -0.735
H -9.211 -0.623 -2.914
H -6.308 2.340 -1.564
H -6.113 1.157 0.615
C -1.357 1.876 4.517
C -1.850 1.891 5.754
C -3.032 2.714 6.099
O -3.481 2.730 7.225
C -3.644 3.518 5.016
C -3.149 3.502 3.779
C -1.969 2.680 3.435
O -1.518 2.664 2.305
H -0.493 1.281 4.247
H -1.416 1.309 6.557
H -4.507 4.112 5.286
H -3.584 4.083 2.976
C 0.744 -5.094 -3.531
C 1.412 -6.245 -3.477
C 1.842 -6.823 -2.182
O 2.453 -7.870 -2.132
C 1.499 -6.072 -0.952
C 0.831 -4.921 -1.008
C 0.401 -4.345 -2.301
O -0.210 -3.294 -2.351
H 0.422 -4.656 -4.468
H 1.670 -6.806 -4.366
H 1.821 -6.510 -0.015
H 0.571 -4.357 -0.119
*
```

Mulliken atomic charge list, values in e, 2 entries: -0.857 -0.196